Record 1
The following is a DFT calculation (ωB97M-V/def2-TZVPD) of the molecule C17H18N2O6.

```
! wB97M-V def2-TZVPD RIJCOSX def2/J DEFGRID3
* xyz 0 1
C 5.0006 1.0618 -0.8979
C 3.4715 1.0322 -0.9242
O 3.0260 1.2417 0.3939
C 1.6862 1.3116 0.6412
C 0.6995 1.4326 -0.3299
C -0.6264 1.5491 0.0504
C -0.9876 1.5224 1.3846
C -0.0048 1.3862 2.3528
C 1.3217 1.2880 1.9875
C 3.0364 -0.3286 -1.4796
O 3.1362 -0.6447 -2.6330
O 2.6034 -1.1193 -0.5023
C 2.2430 -2.4519 -0.8500
C 1.3841 -2.9771 0.2846
O 1.7644 -3.8095 1.0687
N 0.1270 -2.4331 0.4201
C -0.6508 -1.7347 -0.5175
O -0.2381 -1.3477 -1.5812
N -1.9346 -1.5992 -0.1093
C -2.9530 -1.0113 -0.9592
C -3.7711 0.0010 -0.2275
C -4.5195 -0.0941 0.9107
C -5.0606 1.1948 1.1382
C -4.6036 1.9730 0.1212
O -3.8245 1.2598 -0.7064
H 5.3874 0.8628 -1.8931
H 5.3393 2.0381 -0.5625
H 5.3676 0.3083 -0.2059
H 3.1050 1.8154 -1.6043
H 0.9420 1.4280 -1.3807
H -1.3784 1.6653 -0.7143
H -2.0249 1.6121 1.6723
H -0.2740 1.3619 3.3987
H 2.1011 1.1913 2.7267
H 3.1467 -3.0663 -0.9246
H 1.7065 -2.4467 -1.8049
H -0.3457 -2.7624 1.2547
H -2.2227 -1.8956 0.8085
H -3.6028 -1.8089 -1.3458
H -2.4406 -0.5373 -1.7992
H -4.6758 -0.9680 1.5102
H -5.6987 1.4922 1.9445
H -4.7571 3.0066 -0.1163
*
```

- Gap between HOMO and LUMO: 0.331 hartree
- Largest force on an atom: 0.0188 hartree/bohr
- HOMO energy: -8.52 eV
- Total energy: -33186.7020 eV

---

Record 2
The following is a DFT calculation (ωB97M-V/def2-TZVPD) of a structure of composition C49H51GeNO7Tc.

```
! wB97M-V def2-TZVPD RIJCOSX def2/J DEFGRID3
* xyz 0 4
Tc 0.4988 -0.4473 -0.2014
N -1.0856 -1.9431 -0.3804
C -0.9334 -2.9178 0.7269
C -0.1945 -2.3235 1.9171
O -0.2997 -2.8390 3.0105
O 0.5294 -1.2625 1.6449
H -1.9735 -1.4552 -0.2773
H -1.1081 -2.4252 -1.2721
H -0.3393 -3.7611 0.3745
H -1.8916 -3.2958 1.0688
C 0.4153 -6.0646 -2.3616
C 0.6062 -4.5922 -2.6400
C 1.7665 -3.9388 -2.2446
C 1.9549 -2.5741 -2.4629
C 3.2512 -1.9174 -2.0423
C 0.9408 -1.8496 -3.0841
C -0.2139 -2.4904 -3.5450
C -1.2720 -1.7055 -4.2868
C -0.3663 -3.8538 -3.3115
C 0.9975 -0.3409 -3.1703
O 1.4027 0.2457 -4.1510
O 0.5282 0.2535 -2.1001
H 0.4272 -6.2651 -1.2877
H 1.2163 -6.6564 -2.8097
H -0.5340 -6.4246 -2.7615
H 2.5542 -4.5055 -1.7502
H 4.1017 -2.4848 -2.4245
H 3.3483 -1.8812 -0.9518
H 3.3331 -0.8997 -2.4308
H -1.6017 -0.8336 -3.7107
H -2.1412 -2.3272 -4.5013
H -0.8739 -1.3259 -5.2308
H -1.2659 -4.3527 -3.6653
O -1.1362 2.2700 1.9276
C -1.8418 1.1257 1.9323
O -1.8600 0.3569 1.0099
C -2.5650 0.9246 3.2295
C -3.0389 -0.5121 3.4324
Ge -4.6246 -1.0759 2.4490
C -6.0262 0.2092 2.8893
C -6.1398 0.6599 4.2092
C -7.1232 1.5719 4.5738
C -8.0144 2.0494 3.6196
C -7.9242 1.6042 2.3080
C -6.9364 0.6914 1.9459
C -5.1227 -2.8099 3.1709
C -6.4161 -3.3004 2.9642
C -6.8101 -4.5173 3.5073
C -5.9117 -5.2612 4.2665
C -4.6225 -4.7905 4.4741
C -4.2285 -3.5702 3.9294
C -4.5717 -1.2552 0.5091
C -4.4797 -0.1412 -0.3362
C -4.4914 -0.2901 -1.7175
C -4.6008 -1.5605 -2.2793
C -4.7008 -2.6738 -1.4576
C -4.6918 -2.5198 -0.0721
H -3.3980 1.6359 3.2484
H -1.8829 1.2346 4.0229
H -3.3373 -0.6333 4.4774
H -2.2243 -1.2168 3.2582
H -5.4595 0.2868 4.9705
H -7.1959 1.9088 5.6014
H -8.7787 2.7656 3.8997
H -8.6226 1.9679 1.5631
H -6.8866 0.3473 0.9189
H -7.1274 -2.7228 2.3793
H -7.8163 -4.8850 3.3424
H -6.2187 -6.2091 4.6950
H -3.9183 -5.3729 5.0575
H -3.2090 -3.2272 4.0838
H -4.3911 0.8542 0.0884
H -4.4191 0.5802 -2.3594
H -4.6169 -1.6748 -3.3582
H -4.7903 -3.6639 -1.8917
H -4.7868 -3.3955 0.5632
C 8.1030 3.2134 0.8615
C 6.7033 2.7666 0.5380
C 6.0028 1.9259 1.3951
C 4.7150 1.4892 1.1146
C 4.0293 0.5813 2.1077
C 4.1153 1.9210 -0.0861
C 2.8011 1.4793 -0.5133
O 2.0528 0.7730 0.1614
C 4.8066 2.7782 -0.9695
C 4.1821 3.2771 -2.2593
C 6.0856 3.1862 -0.6382
H 8.4010 2.8957 1.8607
H 8.1873 4.3011 0.8076
H 8.8164 2.7964 0.1462
H 6.4741 1.5939 2.3157
H 4.6972 0.3726 2.9420
H 3.7264 -0.3651 1.6604
H 3.1135 1.0278 2.4972
H 2.4361 1.7997 -1.4922
H 3.8737 2.4628 -2.9192
H 4.8961 3.8901 -2.8055
H 3.2945 3.8858 -2.0661
H 6.6206 3.8475 -1.3156
C 1.0700 3.5978 -1.3211
C -0.1340 2.9444 -1.5510
C -0.8979 2.4728 -0.4914
C -0.4210 2.6511 0.7934
C 0.7796 3.2831 1.0473
C 1.5237 3.7661 -0.0189
H 1.6526 3.9679 -2.1559
H -0.4789 2.7845 -2.5647
H -1.8302 1.9526 -0.6680
H 1.1217 3.3824 2.0708
H 2.4667 4.2645 0.1734
*
```

- Gap between HOMO and LUMO (spin up / spin down): 0.274 / 0.226 hartree
- Largest force on an atom: 0.0194 hartree/bohr
- HOMO energy (spin up / spin down): -7.65 / -6.41 eV
- Total energy: -126180.2079 eV

---

Record 3
The following is a DFT calculation (ωB97M-V/def2-TZVPD) of a structure of composition C30H46BrCaN3P2 at a distorted geometry.

```
! wB97M-V def2-TZVPD RIJCOSX def2/J DEFGRID3
* xyz 2 1
N 5.3478 1.0366 -7.6866
C 6.1785 1.1494 -6.6442
C 5.7496 0.9572 -5.3208
C 4.4067 0.5819 -5.0742
C 3.5385 0.4735 -6.1958
C 4.0615 0.7125 -7.4851
C 3.9594 0.3438 -3.7026
Ca 2.1910 -0.7866 0.3460
P -2.7700 -4.4179 2.9971
C 2.8150 -0.3537 -3.4324
C 1.8889 -0.1002 -2.3740
C 0.8070 -1.0036 -2.1549
C -0.3246 -0.6198 -1.4718
C -0.4052 0.6842 -0.9063
C 0.7843 1.4292 -0.8366
C 1.8960 1.1001 -1.5983
Br -0.4002 -0.9380 1.5509
H 4.6206 0.7158 -2.9139
H 2.4788 -1.1105 -4.1548
H 6.4769 1.0298 -4.5085
H 2.4869 0.1840 -6.0984
H 7.2245 1.4131 -6.8697
H 3.4102 0.6381 -8.3663
H 0.8101 -1.9639 -2.6883
H 2.6870 1.8322 -1.7223
H -1.1496 -1.3324 -1.3604
H 0.8010 2.3322 -0.2077
P -1.8970 1.6395 -0.5411
C -0.9449 -4.3688 2.8816
C -0.4312 -5.8154 2.8983
H -0.5920 -3.8128 3.7657
H -0.6633 -3.8049 1.9790
H 0.6633 -5.8224 2.9435
H -0.8252 -6.3344 3.7840
H -0.7525 -6.3694 2.0055
C -3.3434 -4.1691 1.2710
C -4.8465 -4.4665 1.1506
H -2.7509 -4.8542 0.6407
H -3.0982 -3.1260 1.0126
H -5.1324 -4.4626 0.0916
H -5.0871 -5.4558 1.5683
H -5.4513 -3.7100 1.6717
C -3.1786 -2.7735 3.7158
C -3.1587 -2.8132 5.2434
H -4.1830 -2.5071 3.3449
H -2.4343 -2.0733 3.2998
H -3.3129 -1.7984 5.6272
H -3.9671 -3.4531 5.6237
H -2.1983 -3.1871 5.6241
C -1.9661 2.3127 1.1272
C -3.0027 3.4434 1.2663
H -0.9563 2.6146 1.4493
H -2.2029 1.4508 1.7758
H -2.5542 4.4270 1.0957
H -3.8460 3.3147 0.5762
H -3.4180 3.4342 2.2770
C -3.2496 0.5049 -0.7775
C -3.6084 0.2264 -2.2263
H -4.0839 0.9813 -0.2478
H -2.9684 -0.4007 -0.2232
H -3.8961 1.1433 -2.7563
H -2.7819 -0.2506 -2.7638
H -4.4603 -0.4631 -2.2471
C -1.9208 2.9324 -1.7982
C -1.0010 4.1088 -1.5019
H -2.9752 3.2292 -1.8828
H -1.6626 2.4486 -2.7544
H -0.1687 4.1234 -2.2155
H -1.5496 5.0495 -1.6307
H -0.5694 4.1068 -0.4895
N 3.6748 3.8966 4.6050
C 3.3283 2.8797 3.7777
C 1.9720 2.5090 3.6330
C 1.6571 1.5025 2.7405
N 2.5912 0.8701 1.9687
C 3.9031 1.2208 2.1115
C 4.3038 2.2000 3.0102
H 2.9969 4.3716 5.1783
H 4.6443 4.1539 4.7270
H 1.1844 2.9759 4.2398
H 0.6371 1.0972 2.6308
H 4.6158 0.6727 1.4874
H 5.3477 2.4641 3.1160
*
```

- Gap between HOMO and LUMO: 0.174 hartree
- Largest force on an atom: 0.0288 hartree/bohr
- HOMO energy: -11.26 eV
- Total energy: -143373.9495 eV